One molecule with the formula C2H2ClN3S in a non-equilibrium geometry. Source: the OMol25 dataset; level of theory: ωB97M-V/def2-TZVPD.

Summary:
Lowest unoccupied orbital energy (alpha / beta) in eV: -1.0 / -1.2
DFT total energy in Ha: -1099.89900
Frontier orbital gap (alpha / beta) in eV: 7.19 / 7.10
Highest occupied orbital energy (alpha / beta) in eV: -8.21 / -8.31
ΔE to the lowest compared entry with this formula, charge and spin in kcal/mol: 73.2

Structure (ORCA input):
```
! RIJCOSX wB97M-V def2-TZVPD def2/J DEFGRID3
* xyz 0 1
C -1.764 0.508 0.342
C 0.020 -1.044 -0.046
N -1.148 -0.422 -0.231
N 0.900 1.176 -0.066
N 1.086 -0.139 0.029
S 0.179 -2.711 -0.055
Cl -3.069 1.392 -0.047
H 1.729 1.757 0.143
H 2.066 -0.517 -0.069
*
```


A 2-piece molecular cluster, C3H8ClN2 overall in a non-equilibrium geometry. Source: the OMol25 dataset; level of theory: ωB97M-V/def2-TZVPD.

Summary:
Lowest unoccupied orbital energy in eV: -5.4
DFT total energy in Ha: -688.47992
Frontier orbital gap in eV: 8.89
Highest occupied orbital energy in eV: -14.28
ΔE to the lowest compared entry with this formula, charge and spin in kcal/mol: 51.8

Structure (ORCA input):
```
! RIJCOSX wB97M-V def2-TZVPD def2/J DEFGRID3
* xyz 1 1
C 0.381 1.232 -0.140
C 0.214 -1.840 -0.675
C -0.861 -1.637 0.247
N 0.549 2.532 0.024
N -0.376 0.538 0.614
Cl -0.936 -2.226 1.846
H 0.676 0.786 -1.086
H 0.145 -1.153 -1.429
H 1.117 -1.528 -0.032
H 0.446 -2.850 -1.042
H -1.771 -1.026 0.097
H 0.775 3.203 -0.681
H 0.459 2.860 0.951
H -0.818 1.108 1.306
*
```


A 2-piece molecular cluster, C3H7S overall in a non-equilibrium geometry. Source: the OMol25 dataset; level of theory: ωB97M-V/def2-TZVPD.

Summary:
Lowest unoccupied orbital energy in eV: 4.0
DFT total energy in Ha: -516.66391
Frontier orbital gap in eV: 6.43
Highest occupied orbital energy in eV: -2.45
ΔE to the lowest compared entry with this formula, charge and spin in kcal/mol: 30.4

Structure (ORCA input):
```
! RIJCOSX wB97M-V def2-TZVPD def2/J DEFGRID3
* xyz -1 1
S 0.374 2.463 -2.099
H 0.809 1.299 -2.492
C 0.205 0.427 1.284
C -0.473 -0.827 0.682
C -0.202 -1.295 -0.615
H -0.577 1.245 1.057
H 1.110 0.562 0.858
H 0.406 0.222 2.405
H -1.171 -1.322 1.358
H -0.798 -2.084 -1.015
H 0.316 -0.689 -1.422
*
```


C10H29NNaO8P as an isolated structure in a non-equilibrium geometry. Source: the OMol25 dataset; level of theory: ωB97M-V/def2-TZVPD.

Summary:
Lowest unoccupied orbital energy in eV: 3.5
DFT total energy in Ha: -1558.80133
Frontier orbital gap in eV: 2.26
Highest occupied orbital energy in eV: 1.21
ΔE to the lowest compared entry with this formula, charge and spin in kcal/mol: 49.1

Structure (ORCA input):
```
! RIJCOSX wB97M-V def2-TZVPD def2/J DEFGRID3
* xyz -2 1
Na -0.364 -1.105 -0.444
P 0.434 -3.597 -1.558
O 1.272 -3.428 -2.863
O -0.956 -2.825 -1.712
O 1.105 -2.951 -0.297
O 0.106 -5.084 -1.244
C -3.431 0.750 -1.258
C -2.595 1.983 -0.933
C -3.438 2.961 -0.076
O -2.521 3.945 0.424
C -3.117 4.913 1.273
N -1.340 1.557 -0.305
H -3.559 0.078 -0.412
H -2.980 0.209 -2.092
H -4.417 1.014 -1.666
H -2.361 2.473 -1.882
H -3.818 2.483 0.833
H -4.187 3.403 -0.734
H -3.244 4.444 2.257
H -4.102 5.207 0.891
H -2.463 5.780 1.304
H -1.506 1.718 0.691
H -0.617 2.245 -0.505
C 0.022 -0.819 3.102
C -1.315 -1.530 3.065
O -1.599 -1.965 1.761
H -0.023 0.092 2.487
H 0.903 -1.350 2.742
H 0.161 -0.424 4.114
H -2.037 -0.795 3.452
H -1.265 -2.398 3.736
H -2.513 -2.247 1.681
C 2.273 1.293 -3.379
C 2.233 -0.089 -2.748
O 1.365 -0.948 -3.452
H 1.472 1.932 -2.972
H 1.969 1.334 -4.432
H 3.199 1.860 -3.261
H 1.935 0.058 -1.700
H 3.205 -0.591 -2.705
H 1.551 -1.920 -3.185
C 4.634 -1.703 2.128
C 3.896 -2.294 0.943
O 3.041 -1.356 0.375
H 5.321 -0.891 1.842
H 5.388 -2.418 2.485
H 3.992 -1.305 2.912
H 3.311 -3.169 1.252
H 4.635 -2.689 0.230
H 2.343 -1.840 -0.164
*
```


One molecule with the formula C17H21N3O4. Source: the OMol25 dataset; level of theory: ωB97M-V/def2-TZVPD.

Summary:
Lowest unoccupied orbital energy in eV: 0.2
DFT total energy in Ha: -1125.73248
Frontier orbital gap in eV: 9.26
Highest occupied orbital energy in eV: -9.05
ΔE to the lowest compared entry with this formula, charge and spin in kcal/mol: 0.0

Structure (ORCA input):
```
! RIJCOSX wB97M-V def2-TZVPD def2/J DEFGRID3
* xyz 0 1
O 1.323 -0.604 -0.148
C 1.919 0.049 -0.979
O 1.489 1.204 -1.437
C 3.223 -0.387 -1.605
C 2.985 -1.194 -2.893
C 2.101 -2.428 -2.664
C 0.645 -2.213 -3.094
C -0.312 -3.143 -2.349
N -0.565 -2.622 -1.023
C -1.785 -2.592 -0.465
O -2.763 -3.142 -0.930
C -1.841 -1.743 0.804
C -2.489 -0.402 0.434
N -2.104 0.646 1.362
C -2.564 0.630 2.642
N -2.242 1.449 3.566
C -1.341 2.435 3.261
C -0.946 3.338 4.255
C -0.043 4.332 3.958
C 0.486 4.454 2.672
C 0.109 3.577 1.682
C -0.806 2.559 1.964
C -1.216 1.619 0.935
O -0.839 1.655 -0.232
H 0.613 1.451 -1.036
H 3.760 -1.005 -0.885
H 3.810 0.501 -1.839
H 2.532 -0.546 -3.645
H 3.963 -1.500 -3.268
H 2.133 -2.689 -1.604
H 2.504 -3.279 -3.216
H 0.343 -1.182 -2.896
H 0.554 -2.380 -4.168
H 0.115 -4.151 -2.285
H -1.278 -3.216 -2.856
H 0.179 -2.076 -0.603
H -2.429 -2.258 1.564
H -0.833 -1.568 1.181
H -3.577 -0.495 0.411
H -2.143 -0.082 -0.552
H -3.271 -0.155 2.877
H -1.365 3.227 5.242
H 0.262 5.027 4.726
H 1.193 5.241 2.456
H 0.504 3.656 0.680
*
```


A 2-piece molecular cluster, C5H7NO overall. Source: the OMol25 dataset; level of theory: ωB97M-V/def2-TZVPD.

Summary:
Lowest unoccupied orbital energy (alpha / beta) in eV: -0.5 / -0.5
DFT total energy in Ha: -324.48298
Frontier orbital gap (alpha / beta) in eV: 7.83 / 7.83
Highest occupied orbital energy (alpha / beta) in eV: -8.29 / -8.29
ΔE to the lowest compared entry with this formula, charge and spin in kcal/mol: 151.5

Structure (ORCA input):
```
! RIJCOSX wB97M-V def2-TZVPD def2/J DEFGRID3
* xyz 0 1
C 2.119 0.492 0.715
N 1.578 -0.640 0.475
C 0.259 -0.628 0.103
O -0.474 -1.743 0.209
C -1.509 -0.965 -0.486
C -1.923 0.276 0.207
C -0.611 0.246 -0.572
H 1.563 1.432 0.775
H 3.194 0.527 0.890
H 1.687 1.612 -1.502
H -2.005 -1.492 -1.291
H -1.915 0.328 1.295
H -2.746 0.814 -0.262
H 0.967 1.373 -1.493
*
```


One molecule with the formula C5H7NO in a non-equilibrium geometry. Source: the OMol25 dataset; level of theory: ωB97M-V/def2-TZVPD.

Summary:
Lowest unoccupied orbital energy (alpha / beta) in eV: -1.1 / -0.1
DFT total energy in Ha: -324.50875
Frontier orbital gap (alpha / beta) in eV: 6.47 / 8.22
Highest occupied orbital energy (alpha / beta) in eV: -7.54 / -8.28
ΔE to the lowest compared entry with this formula, charge and spin in kcal/mol: 135.4

Structure (ORCA input):
```
! RIJCOSX wB97M-V def2-TZVPD def2/J DEFGRID3
* xyz 0 1
O 0.424 1.567 1.759
C 1.112 1.536 0.713
C 0.638 1.119 -0.539
C -0.436 -0.637 -1.199
C -0.063 -1.461 -0.011
C -1.027 -0.357 0.472
N -0.705 0.648 -0.723
H 2.186 1.802 0.760
H 1.250 1.139 -1.433
H -1.085 -1.056 -1.978
H 0.944 -1.426 0.395
H -0.460 -2.476 -0.042
H -0.695 0.218 1.369
H -2.083 -0.617 0.458
*
```


One molecule with the formula C11H10ClN7O3 in a non-equilibrium geometry. Source: the OMol25 dataset; level of theory: ωB97M-V/def2-TZVPD.

Summary:
Lowest unoccupied orbital energy in eV: -0.7
DFT total energy in Ha: -1494.23509
Frontier orbital gap in eV: 8.49
Highest occupied orbital energy in eV: -9.23

Structure (ORCA input):
```
! RIJCOSX wB97M-V def2-TZVPD def2/J DEFGRID3
* xyz 0 1
C 1.872 -3.289 -0.971
C 0.901 -2.146 -0.895
C -0.351 -2.265 -1.736
N -1.330 -1.310 -1.327
N -1.464 -0.117 -1.853
N -2.385 0.488 -1.204
C -2.810 -0.378 -0.270
N -3.849 -0.117 0.677
O -4.441 -1.073 1.116
O -4.045 1.040 0.966
N -2.150 -1.527 -0.338
N 1.016 -1.087 -0.205
N 2.073 -0.862 0.584
C 2.343 0.359 1.160
O 3.396 0.516 1.734
C 1.310 1.415 1.002
C -0.039 1.186 1.249
C -0.946 2.223 1.121
C -0.523 3.483 0.731
C 0.825 3.706 0.498
Cl 1.365 5.276 0.029
C 1.748 2.686 0.645
H 1.596 -3.973 -1.768
H 2.880 -2.922 -1.162
H 1.883 -3.840 -0.030
H -0.780 -3.265 -1.624
H -0.114 -2.076 -2.787
H 2.818 -1.554 0.672
H -0.367 0.206 1.565
H -1.995 2.068 1.320
H -1.233 4.286 0.618
H 2.800 2.862 0.481
*
```